DFT (wB97M-V/def2-TZVPD) results for a cluster of 6 separate species, C22H49ClF9NO7S6 in total.

* orbital gap: 0.208 Ha
* multiplicity: 1
* calculated total energy: -141406.8424 eV
* HOMO energy: -8.32 eV
* E_LUMO: -2.6 eV

```
95
Properties=species:S:1:pos:R:3:forces:R:3:lowdin_charge:R:1
C 9.5572 -0.0474 0.8208 -0.253 1.040 -1.216 -0.100
H 6.5077 -1.1713 1.8393 -1.154 -1.949 -0.580 0.082
H 5.9114 -3.7454 -0.0152 -0.345 2.025 0.386 0.138
H 6.8408 -2.2986 -1.8252 -0.303 1.326 1.828 0.134
H -0.1955 9.6287 1.0364 -0.066 -0.194 -0.049 0.051
H -4.0321 0.1670 -4.1754 -0.181 0.053 -0.028 0.047
H 8.4790 -0.0371 -1.2913 1.006 -1.490 1.581 0.105
F -2.9044 -2.2282 0.7183 2.709 3.761 -2.543 0.000
H 3.3965 -6.2149 4.0706 0.118 0.033 -0.043 0.058
C 3.2638 -3.3941 0.2522 0.645 0.524 0.972 -0.199
H -0.9148 -3.3774 -0.4032 1.327 1.772 0.668 0.129
C -2.2879 -1.0925 -0.0658 -0.653 -3.224 -2.043 -0.204
O 8.0824 -1.8706 -0.1405 -0.340 2.008 -1.465 -0.230
H 10.7312 0.1067 0.7603 -2.546 -0.258 0.156 0.130
H -0.0003 8.3096 2.2188 -0.028 -0.020 -0.108 0.053
H -8.9802 -3.6275 1.0438 0.098 -0.041 -0.079 0.056
F -1.8697 1.4970 0.1839 -2.416 -2.460 0.940 -0.179
H 3.9646 -7.4181 2.8839 0.138 0.123 0.068 0.052
H 0.1182 -2.9396 2.2511 1.054 -0.104 -2.114 0.114
H -4.6835 1.5080 -3.1988 -0.077 -0.035 -0.117 0.030
H -6.8317 2.8313 -3.7996 0.056 -0.072 -0.102 0.032
F -0.1268 -0.5584 1.3458 -2.203 -0.448 -4.255 -0.014
C 5.7742 -5.0167 4.9980 -0.041 0.140 0.026 -0.262
H -7.1290 7.1937 -3.2251 0.140 -0.135 0.042 0.050
F -3.6399 0.6956 -1.2049 0.437 0.224 3.815 -0.218
H -8.6712 -2.2721 -0.0853 0.056 -0.084 -0.038 0.051
F -2.8431 0.2436 2.1321 -0.138 0.445 -3.646 -0.179
H 4.1414 -2.2442 -1.3374 0.380 -0.351 1.290 0.106
H -5.4586 7.7836 -3.4263 0.005 -0.146 0.042 0.061
H 0.7813 -4.3098 1.1412 -0.444 2.448 0.162 0.121
H 5.9782 -5.7677 5.7647 0.006 0.006 -0.122 0.053
H -1.0403 5.9494 1.9455 -0.009 0.041 -0.102 0.054
H -2.6277 6.7250 1.6523 0.077 0.050 -0.075 0.059
H 0.7258 -2.6551 -0.9805 -1.930 0.507 1.862 0.138
C 6.7566 -1.7483 -0.7808 -0.975 -1.223 -0.539 -0.158
S -6.2460 0.7563 -4.8661 0.049 0.054 -0.417 0.808
C -0.6562 -1.0423 0.0217 3.275 -2.232 -0.002 -0.179
C 4.2376 -6.8459 3.7736 -0.109 0.000 -0.020 -0.265
H -5.1485 -3.6188 0.8385 -0.189 -0.002 -0.101 0.040
O 8.0826 1.8050 1.8672 5.018 -2.196 -7.258 -0.089
H 5.0202 -2.2290 2.3678 1.816 -0.045 -1.386 0.069
C 5.9835 -2.2160 1.7035 0.199 -0.438 0.391 -0.080
C -8.7217 -3.3585 0.0168 -0.111 -0.010 0.075 -0.274
H -3.3744 6.4999 -2.8434 -0.115 -0.044 0.085 0.062
H -3.9796 6.1938 -1.1858 -0.028 0.030 -0.131 0.037
F -4.1226 1.8352 0.8904 2.031 -2.825 -0.941 -0.186
F -0.0052 -0.3295 -1.1414 -2.600 -1.277 3.915 -0.008
H 6.4053 -0.6281 -0.9325 0.782 -2.214 0.514 0.143
C -4.5962 1.1022 -4.2093 0.133 0.048 -0.061 -0.272
S -5.5421 5.4420 -2.8531 0.228 0.086 -0.351 0.808
Cl 9.0443 2.6613 -0.6013 -0.091 -1.814 1.708 0.513
H 3.8989 -4.1711 0.8839 -1.513 1.396 -1.612 0.093
O -1.9737 8.1011 -0.7787 0.326 -0.268 0.525 -0.566
C -6.1158 7.1575 -2.8181 -0.036 0.084 -0.072 -0.263
H 2.6888 -2.5676 2.4130 -0.715 -0.446 -2.201 0.108
H -1.6188 9.0148 1.9176 0.033 -0.071 -0.106 0.058
C -0.6636 8.7390 1.4644 -0.061 0.103 0.047 -0.271
H 9.9647 -1.2144 -1.1352 -2.254 0.530 1.219 0.138
H -9.4827 -3.7502 -0.6625 0.207 -0.003 0.037 0.050
C -3.8923 5.7879 -2.1963 0.026 -0.021 -0.059 -0.273
S -3.1909 0.4502 0.4668 -3.601 3.116 0.340 1.093
C 8.8414 1.4376 0.8255 -3.741 1.053 6.618 -0.573
O 5.2277 -4.7817 2.3902 -0.030 -0.877 0.677 -0.588
H 4.4936 -7.5350 4.5817 0.046 0.065 -0.077 0.053
S 5.6731 -5.8178 3.3791 -0.209 0.142 -0.101 0.848
N 4.2360 -2.3332 -0.3008 0.568 -1.133 0.210 -0.085
H 2.7110 -3.9059 -0.6466 0.776 0.917 1.909 0.121
C -0.0839 -2.6098 -0.1044 0.878 -0.360 -0.047 -0.084
H 6.5909 -4.2911 4.9768 -0.093 -0.133 -0.109 0.052
H 6.7170 -3.0542 2.1222 -1.622 2.075 -0.916 0.081
C -1.7399 6.2960 1.1815 -0.111 -0.019 0.033 -0.272
H 4.8368 -4.5003 5.2184 0.047 -0.057 -0.104 0.060
F -2.6504 -1.3393 -1.5090 1.591 0.179 5.038 0.010
H 2.2415 -1.4752 0.9405 0.328 -2.437 0.877 0.113
H -6.2215 -2.1979 0.7632 -0.023 -0.148 -0.056 0.032
C 2.2873 -2.6089 1.3117 -1.525 1.403 -0.961 -0.179
S -7.1246 -4.0821 -0.4286 -0.031 -0.475 0.191 0.814
C -6.8197 2.4718 -4.8311 -0.007 -0.060 -0.204 -0.283
O -5.3816 5.0494 -4.2918 0.058 0.370 0.619 -0.561
S -0.9320 7.5357 0.1405 -0.293 0.190 -0.158 0.817
O -6.0855 0.3636 -6.3048 -0.003 0.238 0.630 -0.565
O -7.1894 -5.5471 -0.1133 -0.007 0.766 -0.030 -0.563
C 9.0020 -0.8031 -0.5639 0.865 0.084 0.258 -0.198
H -4.0783 1.8142 -4.8564 -0.141 -0.035 -0.002 0.063
C -6.1861 -3.2818 0.8950 -0.012 -0.006 0.115 -0.275
C 0.6970 -3.1236 1.2483 0.850 -1.438 0.056 -0.196
H -6.1625 3.0978 -5.4393 -0.058 -0.144 0.168 0.043
H -7.8329 2.5080 -5.2381 0.110 -0.182 0.045 0.051
H -2.0351 5.4528 0.5527 0.111 0.144 0.000 0.039
H -6.6034 -3.5556 1.8669 -0.031 -0.053 -0.117 0.061
H -6.1278 7.5171 -1.7866 0.029 -0.092 -0.060 0.053
H -3.3282 4.8528 -2.1623 -0.180 0.026 -0.067 0.050
C 5.6579 -2.6115 0.1374 1.647 0.557 -0.040 -0.321
F -4.6369 -0.4916 0.7363 2.790 2.162 -0.831 -0.218
H 9.2378 -0.6287 1.8040 0.577 1.448 -2.277 0.142
```
Forces are in eV/Å.